The following is a DFT calculation (the ωB97M-V functional and the def2-TZVPD basis) of a molecular structure, C36H31Cl3N4O3PPdS2.

CARTESIAN COORDINATES (ANGSTROEM)
1 Pd 0.616 1.654 -0.100
2 O 2.179 2.956 3.632
3 C 1.472 2.753 2.671
4 O 1.457 1.697 1.928
5 C 0.419 3.839 2.294
6 P 0.062 3.674 0.543
7 C -1.401 4.560 0.006
8 C -1.311 5.892 -0.399
9 C -2.458 6.582 -0.757
10 C -3.693 5.949 -0.707
11 C -3.786 4.624 -0.303
12 C -2.643 3.928 0.054
13 C 1.492 4.241 -0.390
14 C 2.722 4.510 0.217
15 C 3.821 4.812 -0.568
16 C 3.707 4.838 -1.953
17 C 2.491 4.565 -2.563
18 C 1.382 4.267 -1.787
19 H 0.766 4.843 2.540
20 H -0.488 3.652 2.872
21 H -0.347 6.384 -0.442
22 H -2.388 7.613 -1.073
23 H -4.587 6.491 -0.985
24 H -4.750 4.133 -0.270
25 H -2.716 2.891 0.357
26 H 2.829 4.476 1.294
27 H 4.771 5.027 -0.098
28 H 4.571 5.079 -2.558
29 H 2.403 4.591 -3.641
30 H 0.424 4.078 -2.258
31 Cl 0.731 -6.977 -4.058
32 C 1.158 -6.107 -2.629
33 C 2.259 -6.494 -1.884
34 C 2.564 -5.784 -0.738
35 C 1.827 -4.678 -0.313
36 C 2.353 -3.970 0.929
37 C 3.427 -2.921 0.611
38 N 2.886 -1.832 -0.186
39 C 2.870 -1.698 -1.557
40 C 2.094 -0.612 -1.821
41 N 1.629 -0.103 -0.628
42 C 2.145 -0.842 0.328
43 O 1.393 -3.264 1.669
44 C 0.303 -4.017 2.176
45 C -0.720 -3.027 2.637
46 C -2.063 -3.232 2.595
47 Cl -2.863 -4.630 2.005
48 S -2.962 -1.891 3.182
49 C -1.519 -1.016 3.484
50 C -0.413 -1.732 3.158
51 C 0.723 -4.323 -1.088
52 Cl -0.344 -3.012 -0.677
53 C 0.382 -5.034 -2.231
54 H 2.852 -7.344 -2.189
55 H 3.413 -6.099 -0.141
56 H 2.834 -4.746 1.540
57 H 4.283 -3.361 0.105
58 H 3.757 -2.490 1.555
59 H 3.388 -2.383 -2.205
60 H 1.814 -0.197 -2.774
61 H 1.962 -0.706 1.381
62 H 0.640 -4.671 2.991
63 H -0.126 -4.649 1.393
64 H -1.561 -0.026 3.910
65 H 0.593 -1.360 3.280
66 H -0.490 -4.747 -2.801
67 N -5.194 -2.407 0.150
68 C -4.559 -2.032 -0.968
69 S -5.026 -2.557 -2.452
70 C -3.392 -1.104 -0.784
71 C -2.603 -0.763 -1.876
72 C -1.516 0.067 -1.705
73 N -1.189 0.594 -0.520
74 C -1.944 0.280 0.538
75 C -3.036 -0.561 0.448
76 H -5.971 -3.041 0.062
77 H -4.894 -2.150 1.073
78 H -2.836 -1.171 -2.849
79 H -0.871 0.313 -2.536
80 H -1.628 0.679 1.493
81 H -3.572 -0.770 1.363

Forces on atoms 1 to 2 (eV/Å):
-0.243 -0.674 0.768
0.030 -0.077 -0.013

Values from the calculation:
Energy relative to the best compared isomer or geometry (same formula, charge and spin) ... 0.000 eV
Gap between HOMO and LUMO ... 7.38 eV
Total charge ... +1


The following is a DFT calculation (the ωB97M-V functional and the def2-TZVPD basis) of a molecular structure, C36H31Co2N2O6.

CARTESIAN COORDINATES (ANGSTROEM)
1 C -0.170 -2.553 5.297
2 C 0.256 -2.481 3.864
3 C 0.784 -1.294 3.360
4 C 0.979 -1.133 1.985
5 C 1.521 0.136 1.448
6 C 0.549 -2.164 1.108
7 N 0.317 -1.826 -0.234
8 C 0.584 -0.497 -0.700
9 N 1.349 -0.703 -1.910
10 C 2.609 -0.137 -2.256
11 C 3.781 -0.529 -1.566
12 C 3.745 -1.426 -0.371
13 C 5.018 -0.179 -2.100
14 C 5.131 0.380 -3.372
15 C 6.475 0.519 -4.018
16 C 3.965 0.752 -4.048
17 C 2.707 0.475 -3.521
18 C 1.478 0.738 -4.325
19 C 0.997 -1.958 -2.360
20 C 0.407 -2.649 -1.357
21 C 0.276 -3.449 1.620
22 C 0.049 -4.662 0.782
23 C 0.104 -3.569 3.001
24 H -0.345 -3.589 5.596
25 H 0.589 -2.112 5.954
26 H -1.104 -1.995 5.449
27 H 1.020 -0.473 4.041
28 H 1.355 0.061 0.201
29 H 0.950 1.010 1.797
30 H 2.572 0.309 1.714
31 H 4.764 -1.544 0.019
32 H 3.141 -1.009 0.436
33 H 3.385 -2.439 -0.605
34 H 5.933 -0.411 -1.546
35 H 6.416 1.179 -4.888
36 H 7.218 0.917 -3.318
37 H 6.848 -0.456 -4.363
38 H 4.045 1.224 -5.028
39 H 1.716 1.462 -5.110
40 H 1.112 -0.168 -4.831
41 H 0.664 1.128 -3.706
42 H 1.317 -2.303 -3.333
43 H 0.033 -3.651 -1.389
44 H 0.050 -5.548 1.427
45 H -0.939 -4.626 0.298
46 H 0.831 -4.817 0.028
47 H -0.208 -4.530 3.406
48 O -0.854 0.823 -2.043
49 C -0.590 0.356 -0.946
50 Co -1.576 0.745 0.835
51 C -1.873 -1.079 1.011
52 O -2.300 -2.167 1.041
53 C -0.574 2.130 0.426
54 O 0.021 3.069 0.092
55 C -3.106 1.861 0.705
56 C -3.593 3.129 0.227
57 C -2.998 4.351 0.612
58 C -3.582 5.552 0.225
59 C -4.763 5.562 -0.532
60 C -5.367 4.349 -0.895
61 C -4.777 3.139 -0.534
62 C -3.282 0.535 0.219
63 C -3.065 -0.033 -1.029
64 Co -3.568 0.779 2.083
65 C -1.880 1.075 2.763
66 O -1.214 1.321 3.702
67 C -3.691 -0.726 3.011
68 O -3.686 -1.658 3.692
69 C -4.521 1.787 3.152
70 O -5.083 2.376 3.973
71 H -2.091 4.337 1.219
72 H -3.115 6.492 0.523
73 H -5.223 6.511 -0.807
74 H -6.303 4.337 -1.454
75 H -5.239 2.187 -0.812
76 H -3.077 -1.121 -1.128
77 H -3.304 0.572 -1.908

Forces on atoms 1 to 2 (eV/Å):
0.009 -0.048 0.265
0.135 0.001 -0.138

Values from the calculation:
Energy relative to the best compared isomer or geometry (same formula, charge and spin) ... 0.294 eV
Gap between HOMO and LUMO ... 4.91 eV
Total charge ... -1


The following is a DFT calculation (the ωB97M-V functional and the def2-TZVPD basis) of a molecular structure, C36H31FN8O8SSc.

CARTESIAN COORDINATES (ANGSTROEM)
1 Sc -0.057 2.186 1.023
2 O 2.479 -3.399 1.430
3 C 2.036 -2.304 1.656
4 C 0.551 -1.970 1.818
5 O -0.374 -2.765 1.837
6 C 0.496 -0.530 1.770
7 C 1.743 0.042 1.664
8 O 1.798 1.331 1.440
9 C 2.811 -0.966 1.674
10 O 4.006 -0.833 1.598
11 O -0.546 0.214 1.659
12 C -3.362 -0.365 3.211
13 N -3.630 0.593 2.130
14 C -4.438 0.341 1.026
15 C -4.367 1.415 0.229
16 N -3.511 2.315 0.862
17 C -3.046 1.795 2.032
18 S -1.987 2.526 3.137
19 C -3.108 3.565 0.296
20 C -4.065 4.379 -0.269
21 C -3.640 5.547 -0.881
22 C -2.291 5.852 -0.893
23 C -1.416 4.974 -0.283
24 N -1.817 3.843 0.313
25 H -4.187 -1.074 3.235
26 H -3.309 0.167 4.154
27 H -2.418 -0.870 3.009
28 H -4.988 -0.578 0.923
29 H -4.813 1.622 -0.727
30 H -5.110 4.106 -0.217
31 H -4.362 6.210 -1.342
32 H -1.909 6.745 -1.370
33 H -0.348 5.149 -0.293
34 C 3.471 -1.336 -3.752
35 C 2.110 -1.094 -4.380
36 N 1.140 -0.512 -3.431
37 C 1.134 0.809 -3.241
38 C 0.424 1.444 -2.268
39 C 0.771 2.843 -1.917
40 O 1.087 3.654 -2.761
41 O 0.786 3.029 -0.626
42 C -0.533 0.705 -1.516
43 O -1.235 1.219 -0.614
44 C -0.529 -0.743 -1.722
45 C -1.279 -1.548 -0.851
46 C -1.010 -2.879 -0.801
47 F -1.716 -3.688 0.012
48 C 0.041 -3.451 -1.533
49 C 0.691 -2.692 -2.471
50 C 0.404 -1.325 -2.583
51 N 0.539 -4.759 -1.234
52 C 0.916 -4.981 0.155
53 C 1.907 -6.106 0.221
54 N 1.238 -7.340 -0.368
55 C 0.741 -7.100 -1.782
56 C -0.171 -5.894 -1.792
57 H 4.149 -1.776 -4.486
58 H 3.416 -2.008 -2.892
59 H 3.909 -0.398 -3.408
60 H 1.668 -2.001 -4.788
61 H 2.183 -0.394 -5.207
62 H 1.792 1.385 -3.883
63 H -1.987 -1.083 -0.171
64 H 1.506 -3.146 -3.019
65 H 0.050 -5.208 0.793
66 H 1.378 -4.096 0.581
67 H 2.196 -6.355 1.239
68 H 2.790 -5.920 -0.386
69 H 0.443 -7.586 0.227
70 H 1.871 -8.139 -0.347
71 H 0.245 -8.012 -2.104
72 H 1.633 -6.926 -2.380
73 H -1.099 -6.120 -1.241
74 H -0.450 -5.698 -2.826
75 N 3.250 8.139 4.703
76 C 2.738 7.259 4.171
77 C 2.089 6.138 3.511
78 C 0.714 6.144 3.325
79 C 0.134 5.059 2.704
80 N 0.846 4.009 2.275
81 C 2.174 4.014 2.452
82 C 2.833 5.059 3.070
83 H 0.107 6.973 3.660
84 H -0.935 4.999 2.562
85 H 2.704 3.149 2.081
86 H 3.905 5.022 3.195

Forces on atoms 1 to 2 (eV/Å):
-0.676 0.355 -0.003
1.539 0.286 0.861

Values from the calculation:
Gap between HOMO and LUMO ... 7.07 eV
Total charge ... +1


Result set for F_max: 1.3; 4.6; 1.8 eV/Å, one per record in the order listed.
Result set for DFT total energy: -4481.21754; -4716.64976; -3689.21269 a.u., one per record in the order listed.